# C28H55Br18F3NO

A cluster of 10 separate species, C28H55Br18F3NO in total (the ωB97M-V functional and the def2-TZVPD basis, OMol25).

Bonds (Å) are listed after each position.
Element x y z (Å)
1 C -0.9567 -4.2128 -0.9623  C2 1.541, H16 1.084, H17 1.084, H18 1.086
2 C -1.9395 -5.3655 -1.2462  C1 1.541, C3 1.522, C4 1.542, H19 1.085
3 C -2.1162 -5.4557 -2.7552  C2 1.522, H20 1.087, H21 1.091, H22 1.078
4 C -3.2476 -5.0660 -0.4857  C2 1.542, C5 1.527, H23 1.077, H24 1.086
5 C -4.5408 -5.5258 -1.1539  C4 1.527, C6 1.540, C9 1.527, H25 1.098
6 C -5.6498 -5.7601 -0.1115  C5 1.540, C7 1.538, H26 1.079, H27 1.082
7 C -6.9364 -5.8108 -0.9519  C6 1.538, N8 1.500, H28 1.081, H29 1.079
8 N -6.5814 -5.2716 -2.3058  C7 1.500, C9 1.540, H30 1.020, H31 1.017
9 C -5.1471 -4.7104 -2.2939  C5 1.527, N8 1.540, C10 1.530, H32 1.080
10 C -5.3762 -3.2023 -2.1699  C9 1.530, O11 1.412, H33 1.086, H34 1.088
11 O -4.2184 -2.5029 -1.7664  C10 1.412, C12 1.362
12 C -4.3266 -1.7460 -0.6396  O11 1.362, F13 1.356, F14 1.348, F15 1.349
13 F -4.9483 -2.3953 0.3759  C12 1.356
14 F -3.0725 -1.4467 -0.2467  C12 1.348
15 F -5.0125 -0.6118 -0.8904  C12 1.349
16 H -0.1026 -4.2772 -1.6269  C1 1.084
17 H -0.6266 -4.2865 0.0678  C1 1.084
18 H -1.4365 -3.2473 -1.0909  C1 1.086
19 H -1.4373 -6.2513 -0.8722  C2 1.085
20 H -2.7556 -6.2821 -3.0539  C3 1.087
21 H -2.5957 -4.5329 -3.0842  C3 1.091
22 H -1.1705 -5.4764 -3.2718  C3 1.078
23 H -3.2403 -4.0211 -0.2263  C4 1.077
24 H -3.2046 -5.6073 0.4551  C4 1.086
25 H -4.3596 -6.5207 -1.5819  C5 1.098
26 H -5.5243 -6.6980 0.4059  C6 1.079
27 H -5.6230 -4.9338 0.5872  C6 1.082
28 H -7.1523 -6.8616 -1.0813  C7 1.081
29 H -7.7393 -5.3002 -0.4439  C7 1.079
30 H -7.2977 -4.6002 -2.5818  N8 1.020
31 H -6.7060 -6.0090 -2.9947  N8 1.017
32 H -4.7636 -5.0405 -3.2480  C9 1.080
33 H -6.2438 -2.9807 -1.5561  C10 1.086
34 H -5.6222 -2.8394 -3.1655  C10 1.088
35 Br -1.3390 -1.6950 -5.7201  C36 1.948
36 C -1.0248 -2.0647 -3.8339  Br35 1.948, C37 1.506, H39 1.085, H40 1.089
37 C -0.1168 -1.0513 -3.1879  C36 1.506, Br38 1.942, H41 1.088, H42 1.085
38 Br 1.7487 -1.3306 -3.6495  C37 1.942
39 H -0.6376 -3.0772 -3.7792  C36 1.085
40 H -2.0098 -2.0231 -3.3708  C36 1.089
41 H -0.1567 -1.1495 -2.1046  C37 1.088
42 H -0.3613 -0.0318 -3.4681  C37 1.085
43 Br -0.1986 2.9544 0.4689  C44 1.944
44 C -2.0718 2.5378 0.1564  Br43 1.944, C45 1.505, H47 1.085, H48 1.088
45 C -2.2292 1.5046 -0.9262  C44 1.505, Br46 1.945, H49 1.084, H50 1.084
46 Br -1.9524 2.2655 -2.6952  C45 1.945
47 H -2.5701 3.4712 -0.0828  C44 1.085
48 H -2.4479 2.1583 1.1042  C44 1.088
49 H -3.2412 1.1163 -0.9387  C45 1.084
50 H -1.5254 0.6857 -0.8257  C45 1.084
51 Br -2.1311 -9.2659 0.6093  C52 1.945
52 C -2.7768 -10.5138 -0.7355  Br51 1.945, C53 1.502, H55 1.084, H56 1.087
53 C -3.0204 -9.8211 -2.0462  C52 1.502, Br54 1.955, H57 1.087, H58 1.085
54 Br -4.6643 -8.7653 -1.9776  C53 1.955
55 H -3.6696 -10.9784 -0.3318  C52 1.084
56 H -1.9958 -11.2619 -0.8460  C52 1.087
57 H -3.1685 -10.5385 -2.8493  C53 1.087
58 H -2.2244 -9.1348 -2.3150  C53 1.085
59 Br 5.4207 4.0064 3.7605  C60 1.944
60 C 3.5589 3.5307 3.4635  Br59 1.944, C61 1.503, H63 1.084, H64 1.088
61 C 3.4058 2.4658 2.4134  C60 1.503, Br62 1.948, H65 1.088, H66 1.085
62 Br 3.6507 3.2007 0.6258  C61 1.948
63 H 3.0465 4.4472 3.1941  C60 1.084
64 H 3.1939 3.1768 4.4253  C60 1.088
65 H 2.3938 2.0653 2.4247  C61 1.088
66 H 4.1178 1.6546 2.5219  C61 1.085
67 Br 2.6212 6.8169 5.8284  C68 1.945
68 C 1.8908 8.0324 4.4971  Br67 1.945, C69 1.505, H71 1.085, H72 1.087
69 C 0.6775 7.4474 3.8263  C68 1.505, Br70 1.949, H73 1.088, H74 1.084
70 Br 1.1830 6.0752 2.5385  C69 1.949
71 H 2.6919 8.2489 3.7985  C68 1.085
72 H 1.6266 8.9371 5.0392  C68 1.087
73 H 0.1506 8.2090 3.2545  C69 1.088
74 H -0.0085 6.9832 4.5261  C69 1.084
75 Br 10.6989 5.9546 7.3162  C76 1.945
76 C 8.8481 5.4255 7.0356  Br75 1.945, C77 1.505, H79 1.084, H80 1.088
77 C 8.7290 4.3422 5.9980  C76 1.505, Br78 1.946, H81 1.088, H82 1.084
78 Br 8.9603 5.0450 4.1982  C77 1.946
79 H 8.3078 6.3250 6.7643  C76 1.084
80 H 8.4978 5.0671 8.0008  C76 1.088
81 H 7.7308 3.9089 6.0136  C77 1.088
82 H 9.4665 3.5568 6.1219  C77 1.084
83 Br 0.8623 -4.9482 -6.0304  C84 1.948
84 C 1.7930 -3.4904 -6.9261  Br83 1.948, C85 1.504, H87 1.083, H88 1.087
85 C 2.8312 -4.0053 -7.8847  C84 1.504, Br86 1.945, H89 1.087, H90 1.085
86 Br 4.4180 -4.6349 -6.9527  C85 1.945
87 H 2.2096 -2.8635 -6.1479  C84 1.083
88 H 1.0195 -2.9402 -7.4560  C84 1.087
89 H 3.1744 -3.2031 -8.5333  C85 1.087
90 H 2.4732 -4.8320 -8.4886  C85 1.085
91 Br 7.1934 8.3544 5.1276  C92 1.944
92 C 8.4474 9.5308 4.2210  Br91 1.944, C93 1.506, H95 1.084, H96 1.088
93 C 9.8400 9.3727 4.7714  C92 1.506, Br94 1.945, H97 1.087, H98 1.086
94 Br 10.0345 10.2526 6.4947  C93 1.945
95 H 8.0644 10.5400 4.3246  C92 1.084
96 H 8.4166 9.2355 3.1747  C92 1.088
97 H 10.5633 9.8533 4.1170  C93 1.087
98 H 10.1158 8.3325 4.9174  C93 1.086
99 Br -3.2108 9.2177 1.5596  C100 1.945
100 C -2.8032 7.5350 0.6725  Br99 1.945, C101 1.504, H103 1.085, H104 1.088
101 C -1.3906 7.5064 0.1574  C100 1.504, Br102 1.944, H105 1.088, H106 1.083
102 Br -1.1917 8.5586 -1.4655  C101 1.944
103 H -3.5387 7.4066 -0.1143  C100 1.085
104 H -2.9438 6.7690 1.4326  C100 1.088
105 H -1.1054 6.4935 -0.1192  C101 1.088
106 H -0.6768 7.8952 0.8737  C101 1.083

Output
- Spin multiplicity: 1
- Charge: +1
- Gap between HOMO and LUMO: 7.2157 eV